Formula: C44H70F6MnO20
Source: the Open Molecules 2025 dataset
Level of theory: wB97M-V/def2-TZVPD

Element x y z (Å)
1 Mn -2.77 1.50 1.58
2 F -2.57 4.24 -1.93
3 F -0.44 4.08 -1.85
4 F -1.29 5.97 -1.64
5 F -0.88 -2.76 1.31
6 F -0.32 -2.10 -0.62
7 F 1.20 -2.59 0.84
8 O 4.14 5.94 -2.46
9 O -3.56 1.05 -0.38
10 O -1.78 3.29 0.94
11 O 6.90 -2.49 -0.84
12 O 1.19 1.57 4.41
13 O 0.90 -3.24 5.64
14 O -2.45 -8.72 0.20
15 O -2.41 5.45 0.96
16 O -0.64 -1.17 -5.79
17 O 3.33 2.39 3.90
18 O -2.72 1.22 -2.53
19 O 5.39 -0.16 2.02
20 O 1.01 0.22 0.53
21 O 5.42 -1.67 3.65
22 O -5.36 -2.08 -1.72
23 O 3.95 4.28 -0.89
24 O -0.85 -2.66 6.87
25 O 4.65 -2.70 -0.61
26 O -2.68 -6.76 1.23
27 O -1.10 0.19 1.37
28 C -3.02 7.39 2.12
29 C 3.34 6.98 -2.98
30 C -0.09 -2.52 5.80
31 C 0.26 -2.36 -3.93
32 C 4.57 -2.75 4.18
33 C 3.86 -1.68 -2.57
34 C -1.66 -0.71 5.88
35 C 4.80 -1.04 2.61
36 C 0.88 0.47 -0.86
37 C 5.77 -2.25 -1.23
38 C 5.41 -1.51 -2.49
39 C 3.41 -2.18 -1.22
40 C 3.56 5.29 -1.44
41 C -1.93 -5.70 1.71
42 C 3.52 -2.90 3.14
43 C -3.74 1.07 -1.60
44 C -4.59 0.49 -3.74
45 C -1.25 -2.67 -4.09
46 C -4.40 -4.21 -1.61
47 C 1.52 2.92 2.44
48 C 2.32 7.20 -1.89
49 C -1.49 4.69 -1.30
50 C 0.46 -1.19 -4.89
51 C -1.94 -1.79 6.88
52 C 0.07 -0.57 1.22
53 C 1.86 1.62 -1.12
54 C -0.63 -6.90 0.07
55 C 3.82 3.21 2.83
56 C -1.95 -7.64 0.51
57 C -2.10 6.87 0.99
58 C -0.67 -1.44 4.93
59 C 2.13 5.83 -1.18
60 C 0.00 -1.99 0.67
61 C -1.42 -2.33 -5.57
62 C 3.43 -1.58 2.40
63 C -5.02 -2.29 -0.38
64 C 2.65 3.82 2.13
65 C -4.77 -3.10 -2.62
66 C 1.93 2.20 3.68
67 C -3.20 1.12 -3.88
68 C -4.99 0.91 -2.32
69 C -0.99 -5.48 0.59
70 C -3.89 -3.40 -0.42
71 C -1.45 4.54 0.34
72 H 3.50 -0.68 -2.81
73 H -1.88 -2.03 -3.46
74 H -0.40 -6.88 -1.00
75 H -2.23 -1.24 7.78
76 H -2.63 -0.39 5.50
77 H 3.60 -3.69 2.39
78 H -1.48 -3.71 -3.88
79 H -1.46 -4.91 -0.21
80 H 1.36 -1.39 -5.46
81 H 0.83 -3.20 -4.32
82 H -4.64 -1.34 -0.03
83 H 3.56 -2.35 -3.38
84 H -4.45 -0.59 -3.78
85 H 1.81 1.90 -2.18
86 H 1.37 7.53 -2.31
87 H -3.53 -4.72 -2.01
88 H -1.18 0.12 6.40
89 H 2.44 4.85 2.41
90 H -3.08 6.63 2.90
91 H -1.08 -1.73 3.96
92 H 1.82 5.84 -0.14
93 H 1.28 2.18 1.68
94 H -2.57 -4.83 1.86
95 H -5.44 1.90 -2.26
96 H -2.90 -3.00 -0.61
97 H 2.63 7.99 -1.20
98 H -5.91 -2.61 0.17
99 H -1.09 7.04 1.36
100 H 2.65 -2.96 -1.24
101 H 3.88 7.93 -2.99
102 H -0.06 -5.00 0.90
103 H 3.11 -1.55 1.35
104 H -5.54 -3.45 -3.31
105 H 4.29 2.50 2.15
106 H -2.21 7.33 0.01
107 H -3.29 2.11 -4.34
108 H 2.60 -3.14 3.66
109 H 3.06 -1.29 -0.70
110 H 5.12 -3.68 4.33
111 H 5.84 -0.52 -2.35
112 H 2.70 -0.92 2.87
113 H 0.51 -0.22 -4.40
114 H -0.96 -3.08 -6.22
115 H 5.94 -1.84 -3.39
116 H 2.90 3.78 1.07
117 H -0.11 0.81 -1.15
118 H -3.99 7.74 1.76
119 H -2.51 0.52 -4.46
120 H 0.50 -2.12 -2.89
121 H 2.86 6.80 -3.94
122 H 1.58 5.08 -1.76
123 H -2.77 -2.40 6.53
124 H -2.45 -2.08 -5.85
125 H 0.60 3.49 2.61
126 H -5.25 -4.86 -1.40
127 H -5.63 0.18 -1.83
128 H 1.56 2.53 -0.61
129 H 4.12 -2.44 5.13
130 H -5.27 0.86 -4.50
131 H 0.17 -0.76 4.79
132 H -1.36 -5.96 2.60
133 H -3.82 -3.99 0.49
134 H 0.18 -7.38 0.61
135 H 0.60 -0.65 2.17
136 H -0.43 4.80 0.61
137 H -3.85 -2.75 -3.10
138 H 2.86 1.24 -0.92
139 H 4.27 4.15 3.14
140 H 1.20 -0.43 -1.39
141 H -2.50 8.19 2.63

Calculated values
spin multiplicity: 6
highest occupied orbital energy (spin up / spin down): -9.3 / -9.3 eV
orbital gap (spin up / spin down): 7.50 / 7.42 eV

Here are the Mulliken charges for atoms 1 to 99, given in e: atom 1 (Mn): 1.09, atom 2 (F): -0.28, atom 3 (F): -0.26, atom 4 (F): -0.30, atom 5 (F): 0.00, atom 6 (F): -0.17, atom 7 (F): -0.08, atom 8 (O): -0.41, atom 9 (O): -0.44, atom 10 (O): -0.76, atom 11 (O): -0.63, atom 12 (O): -0.64, atom 13 (O): -0.61, atom 14 (O): -0.60, atom 15 (O): -0.41, atom 16 (O): -0.51, atom 17 (O): -0.41, atom 18 (O): -0.35, atom 19 (O): -0.64, atom 20 (O): 0.72, atom 21 (O): -0.44, atom 22 (O): -0.45, atom 23 (O): -0.46, atom 24 (O): -0.39, atom 25 (O): -0.37, atom 26 (O): -0.37, atom 27 (O): 0.23, atom 28 (C): -1.22, atom 29 (C): -0.39, atom 30 (C): 0.45, atom 31 (C): 0.27, atom 32 (C): -0.51, atom 33 (C): -0.23, atom 34 (C): -0.70, atom 35 (C): 0.42, atom 36 (C): 1.10, atom 37 (C): 0.45, atom 38 (C): -0.61, atom 39 (C): 0.82, atom 40 (C): 0.13, atom 41 (C): -0.53, atom 42 (C): -0.65, atom 43 (C): 0.18, atom 44 (C): -0.21, atom 45 (C): 0.58, atom 46 (C): -0.88, atom 47 (C): 1.49, atom 48 (C): -0.75, atom 49 (C): 0.64, atom 50 (C): -0.44, atom 51 (C): -0.51, atom 52 (C): -0.21, atom 53 (C): -1.35, atom 54 (C): -0.70, atom 55 (C): -0.61, atom 56 (C): 0.51, atom 57 (C): -0.12, atom 58 (C): 1.09, atom 59 (C): 0.70, atom 60 (C): 0.26, atom 61 (C): -0.72, atom 62 (C): 2.71, atom 63 (C): -0.06, atom 64 (C): 0.27, atom 65 (C): 0.53, atom 66 (C): 0.33, atom 67 (C): -0.47, atom 68 (C): -0.42, atom 69 (C): 0.98, atom 70 (C): 0.72, atom 71 (C): 0.70, atom 72 (H): 0.06, atom 73 (H): -0.68, atom 74 (H): 0.34, atom 75 (H): 0.36, atom 76 (H): 0.36, atom 77 (H): 0.33, atom 78 (H): 0.52, atom 79 (H): -0.37, atom 80 (H): 0.30, atom 81 (H): 0.46, atom 82 (H): -0.07, atom 83 (H): 0.42, atom 84 (H): -0.15, atom 85 (H): 0.59, atom 86 (H): 0.31, atom 87 (H): 0.32, atom 88 (H): 0.28, atom 89 (H): 0.42, atom 90 (H): 0.31, atom 91 (H): -0.18, atom 92 (H): 0.18, atom 93 (H): -1.37, atom 94 (H): 0.23, atom 95 (H): 0.42, atom 96 (H): -0.66, atom 97 (H): 0.36, atom 98 (H): 0.35, atom 99 (H): 0.21

Formula: C6H13BrNO3S
Source: the Open Molecules 2025 dataset
Level of theory: wB97M-V/def2-TZVPD

Element x y z (Å)
1 Br -0.40 -2.71 2.37
2 S -3.43 -0.66 -0.29
3 O -3.98 -2.03 -0.37
4 O -4.42 0.06 0.50
5 O -2.84 -0.08 -1.50
6 N -2.28 -0.67 0.88
7 C 1.83 0.84 -0.68
8 C 0.48 -0.62 0.76
9 C -0.59 -1.57 0.84
10 C -0.19 1.82 0.43
11 C 0.42 0.61 -0.23
12 C -0.76 -2.38 -0.49
13 H -1.30 -1.75 -1.11
14 H 0.31 -2.67 -0.68
15 H 1.87 1.72 -1.35
16 H 1.44 -1.32 0.68
17 H -1.06 1.49 0.94
18 H -0.20 0.38 -1.15
19 H -2.74 -0.95 1.67
20 H 2.58 1.04 0.11
21 H -0.69 2.57 -0.25
22 H 2.14 0.02 -1.21
23 H 0.63 -0.12 1.74
24 H 0.59 2.21 1.14
25 H -1.41 -3.19 -0.22

Calculated values
spin multiplicity: 1
highest occupied orbital energy: -4.8 eV
charge: -1
relative energy (zero: lowest compared OMol25 entry of this formula, charge and spin): 37.47 kcal per mole
orbital gap: 7.60 eV

Quick look at the Mulliken charges, all values in e: atom 1 (Br): -0.13, atom 2 (S): 1.08, atom 3 (O): -0.69, atom 4 (O): -0.71, atom 5 (O): -0.66, atom 6 (N): -0.41, atom 7 (C): -1.95, atom 8 (C): -1.30, atom 9 (C): 0.77, atom 10 (C): -1.49, atom 11 (C): 1.18, atom 12 (C): -1.46, atom 13 (H): 0.31, atom 14 (H): 0.43, atom 15 (H): 0.42, atom 16 (H): 0.37, atom 17 (H): 0.37, atom 18 (H): 0.16, atom 19 (H): 0.27, atom 20 (H): 0.35, atom 21 (H): 0.32, atom 22 (H): 0.53, atom 23 (H): 0.39, atom 24 (H): 0.34, atom 25 (H): 0.48

Formula: C5H12N2O
Source: the Open Molecules 2025 dataset
Level of theory: wB97M-V/def2-TZVPD

Element x y z (Å)
1 O 0.44 0.66 1.49
2 N 1.94 0.73 -1.98
3 N 2.70 0.90 0.26
4 C -1.48 0.45 0.20
5 C -0.40 -1.58 1.24
6 C -2.73 -0.24 -0.27
7 C -0.47 -0.11 0.89
8 C 1.91 1.19 -0.73
9 H -1.25 -1.89 1.86
10 H 3.35 0.15 0.07
11 H -3.16 0.28 -1.13
12 H 1.67 0.66 1.30
13 H -3.50 -0.25 0.51
14 H 1.21 0.94 -2.64
15 H -2.55 -1.27 -0.56
16 H -0.38 -2.21 0.35
17 H 1.18 1.98 -0.52
18 H -1.45 1.53 0.08
19 H 0.50 -1.81 1.82
20 H 2.46 -0.10 -2.23

Calculated values
spin multiplicity: 1
highest occupied orbital energy: -7.4 eV
relative energy (zero: lowest compared OMol25 entry of this formula, charge and spin): 63.49 kcal per mole
orbital gap: 7.97 eV

Quick look at the Mulliken charges, all values in e: atom 1 (O): -0.73, atom 2 (N): -0.40, atom 3 (N): -0.62, atom 4 (C): -0.21, atom 5 (C): -1.29, atom 6 (C): -1.19, atom 7 (C): 0.65, atom 8 (C): 0.10, atom 9 (H): 0.31, atom 10 (H): 0.19, atom 11 (H): 0.34, atom 12 (H): 0.42, atom 13 (H): 0.27, atom 14 (H): 0.24, atom 15 (H): 0.29, atom 16 (H): 0.32, atom 17 (H): 0.39, atom 18 (H): 0.37, atom 19 (H): 0.35, atom 20 (H): 0.21

| no. | E (Eh) | strongest force on any atom (hartree/bohr) |
| --- | --- | --- |
| 1 | -4973.49000 | 0.087 |
| 2 | -3489.08494 | 0.118 |
| 3 | -382.40135 | 0.059 |